[1]
The following is a DFT calculation (wB97M-V/def2-TZVPD) of a molecular structure, C50H71Ge3PdSe2Si in a non-equilibrium geometry.

The geometry in XYZ format:
```
128
C50H71Ge3PdSe2Si | the Open Molecules 2025 dataset | wB97M-V/def2-TZVPD
Pd 0.131 0.452 -0.010
C 4.475 0.564 -1.335
Se 2.379 -0.454 -0.797
C 3.304 -0.861 0.888
C 3.138 0.207 1.947
Se 1.273 0.397 2.547
C 1.604 -0.051 4.431
H 5.195 -0.231 -1.575
H 4.905 1.222 -0.579
H 4.264 1.144 -2.240
H 4.353 -0.963 0.612
H 2.916 -1.820 1.235
H 3.481 1.179 1.583
H 3.703 -0.047 2.848
H 2.290 0.664 4.883
H 1.998 -1.064 4.519
H 0.641 0.000 4.936
C -2.963 2.920 -0.487
C -3.330 1.683 0.349
C -4.872 1.672 0.314
C -2.938 1.937 1.810
Si -2.238 0.115 -0.210
C -2.889 -1.376 0.918
C -4.350 -1.311 1.380
C -2.028 -1.425 2.186
C -2.745 -2.730 0.225
C -2.587 -0.252 -2.119
C -4.055 -0.528 -2.468
C -2.141 0.963 -2.944
C -1.739 -1.413 -2.658
H -3.177 3.829 0.087
H -3.567 2.964 -1.395
H -1.918 2.957 -0.788
H -5.224 2.692 0.518
H -5.328 1.031 1.062
H -5.275 1.391 -0.658
H -3.269 2.934 2.126
H -1.860 1.882 1.953
H -3.401 1.206 2.475
H -4.521 -0.504 2.091
H -4.592 -2.248 1.901
H -5.058 -1.200 0.559
H -2.100 -0.499 2.761
H -0.975 -1.572 1.949
H -2.363 -2.249 2.830
H -3.409 -2.835 -0.631
H -3.008 -3.522 0.938
H -1.726 -2.896 -0.118
H -4.686 0.343 -2.299
H -4.479 -1.360 -1.904
H -4.139 -0.782 -3.533
H -2.803 1.815 -2.825
H -2.137 0.699 -4.010
H -1.128 1.279 -2.674
H -2.039 -2.390 -2.296
H -0.682 -1.284 -2.408
H -1.835 -1.435 -3.752
C 1.450 5.794 -2.169
Ge 0.506 4.041 -2.229
C -1.229 4.513 -3.061
C 1.407 2.978 -3.636
Ge 0.528 2.862 -0.048
C 2.394 3.460 0.461
C 3.409 3.588 -0.483
C 4.683 4.027 -0.146
C 4.986 4.340 1.170
C 4.000 4.201 2.138
C 2.729 3.772 1.783
C -0.370 4.260 1.121
C -0.844 5.482 0.643
C -1.405 6.440 1.479
C -1.500 6.204 2.843
C -1.027 5.002 3.350
C -0.477 4.053 2.499
H 2.274 5.795 -2.884
H 1.858 5.997 -1.181
H 0.759 6.596 -2.434
H -1.026 5.194 -3.891
H -1.908 5.003 -2.364
H -1.726 3.626 -3.451
H 0.919 3.153 -4.597
H 1.360 1.913 -3.412
H 2.457 3.257 -3.724
H 3.224 3.318 -1.515
H 5.444 4.095 -0.914
H 5.983 4.670 1.441
H 4.220 4.430 3.176
H 1.980 3.681 2.561
H -0.790 5.708 -0.416
H -1.768 7.372 1.060
H -1.935 6.947 3.502
H -1.094 4.796 4.412
H -0.129 3.114 2.921
C 0.696 -1.522 -0.242
Ge 0.732 -3.411 -0.168
C 2.533 -4.264 -0.399
C 2.781 -5.479 0.243
C 3.974 -6.169 0.068
C 4.955 -5.658 -0.768
C 4.726 -4.461 -1.430
C 3.529 -3.778 -1.249
C 0.248 -4.157 1.616
C 1.097 -3.797 2.667
C 0.841 -4.171 3.977
C -0.278 -4.937 4.275
C -1.126 -5.321 3.251
C -0.864 -4.930 1.942
C -0.216 -4.269 -1.691
C -1.327 -5.108 -1.659
C -1.914 -5.578 -2.828
C -1.399 -5.213 -4.062
C -0.292 -4.378 -4.117
C 0.287 -3.916 -2.946
H 2.032 -5.899 0.904
H 4.136 -7.105 0.591
H 5.892 -6.187 -0.902
H 5.482 -4.044 -2.085
H 3.385 -2.837 -1.767
H 1.977 -3.198 2.464
H 1.514 -3.857 4.767
H -0.488 -5.225 5.299
H -2.008 -5.914 3.466
H -1.561 -5.235 1.175
H -1.768 -5.402 -0.717
H -2.785 -6.221 -2.771
H -1.862 -5.568 -4.975
H 0.114 -4.072 -5.075
H 1.135 -3.242 -3.011
```

The LUMO energy (alpha / beta) is 4.03 / 4.03 eV. The spin multiplicity is 2. Its net charge is -2. The calculation puts the energy above the lowest of the compared OMol25 structures with the same formula, charge and spin at 0.975 eV.

[2]
The following is a DFT calculation (wB97M-V/def2-TZVPD) of 8 unconnected molecules or ions with the total composition C50H77NO12 in a non-equilibrium geometry.

The geometry in XYZ format:
```
140
C50H77NO12 | the Open Molecules 2025 dataset | wB97M-V/def2-TZVPD
C -1.002 4.947 -6.809
C -0.686 3.526 -6.018
O -1.652 3.080 -5.189
O 0.623 2.884 -6.230
C 0.499 1.392 -6.123
C 0.820 0.982 -4.610
C 0.416 -0.447 -4.004
C 0.923 -0.713 -2.427
C 1.792 0.486 -1.658
C 2.454 0.019 -0.238
O 3.561 -0.770 -0.310
N 2.008 0.406 1.153
C 1.637 -0.812 1.982
C 0.790 1.302 1.160
C 0.598 -2.095 -1.607
C -0.312 -3.326 -2.279
C -0.829 -3.071 -3.813
C -0.445 -1.669 -4.646
C -1.019 -1.585 -6.160
O -0.389 -1.393 -7.309
C -2.644 -1.980 -6.285
C -3.731 -1.075 -7.114
C -5.294 -1.605 -7.123
C -5.660 -3.015 -6.355
C -4.577 -3.944 -5.514
C -3.024 -3.396 -5.472
C -1.801 -4.168 -4.624
O -1.607 -5.487 -4.622
H -0.079 5.684 -6.702
H -1.357 4.797 -7.915
H -1.895 5.476 -6.236
H -0.557 1.136 -6.554
H 1.377 0.975 -6.817
H 1.996 1.118 -4.443
H 0.340 1.818 -3.903
H 1.126 1.459 -1.604
H 2.704 0.770 -2.374
H 1.854 -1.836 1.456
H 2.199 -0.827 3.034
H 0.475 -0.807 2.246
H 1.112 2.387 0.818
H -0.047 0.857 0.440
H 0.300 1.378 2.241
H 0.963 -2.323 -0.493
H -0.576 -4.321 -1.673
H -3.353 -0.083 -7.648
H -6.090 -0.928 -7.695
H -6.783 -3.363 -6.386
H -4.882 -4.942 -4.942
C 0.121 6.884 1.693
C -1.253 6.339 1.986
C -1.266 5.062 1.174
O 0.086 4.587 1.124
C 0.951 5.622 1.609
H 0.486 7.585 2.448
H 0.119 7.395 0.723
H -1.339 6.105 3.053
H -2.063 7.023 1.719
H -1.594 5.248 0.146
H -1.911 4.294 1.612
H 1.313 5.319 2.598
H 1.811 5.728 0.941
C 1.147 -8.752 -5.520
C -0.285 -8.533 -5.105
C -0.903 -9.888 -5.372
O 0.132 -10.862 -5.178
C 1.389 -10.180 -5.082
H 1.848 -8.043 -5.071
H 1.234 -8.676 -6.610
H -0.330 -8.306 -4.033
H -0.781 -7.723 -5.647
H -1.248 -9.970 -6.408
H -1.742 -10.104 -4.706
H 1.714 -10.224 -4.037
H 2.133 -10.688 -5.701
C -1.694 0.697 5.169
C -3.069 0.152 5.462
C -3.082 -1.125 4.651
O -1.730 -1.600 4.600
C -0.864 -0.565 5.086
H -1.330 1.398 5.925
H -1.697 1.208 4.199
H -3.155 -0.082 6.529
H -3.879 0.836 5.196
H -3.410 -0.939 3.622
H -3.726 -1.893 5.088
H -0.503 -0.868 6.075
H -0.005 -0.459 4.418
C 3.977 -1.416 6.005
C 3.815 -0.663 7.300
C 2.330 -0.793 7.559
O 1.916 -2.041 6.988
C 2.981 -2.543 6.168
H 4.995 -1.770 5.827
H 3.683 -0.776 5.164
H 4.379 -1.166 8.095
H 4.150 0.377 7.249
H 1.768 0.005 7.062
H 2.088 -0.777 8.626
H 3.429 -3.396 6.688
H 2.578 -2.889 5.212
C 6.185 -6.672 -5.987
C 6.023 -5.919 -4.692
C 4.538 -6.049 -4.433
O 4.124 -7.298 -5.004
C 5.188 -7.799 -5.824
H 7.203 -7.026 -6.165
H 5.891 -6.033 -6.828
H 6.586 -6.422 -3.897
H 6.358 -4.880 -4.743
H 3.976 -5.252 -4.930
H 4.296 -6.034 -3.366
H 5.637 -8.653 -5.304
H 4.786 -8.146 -6.780
C 2.337 11.595 3.238
C 3.583 10.756 3.118
C 3.075 9.379 3.487
O 1.701 9.320 3.080
C 1.267 10.646 2.745
H 2.378 12.526 2.667
H 2.158 11.845 4.291
H 3.933 10.759 2.079
H 4.404 11.093 3.756
H 3.110 9.219 4.570
H 3.638 8.579 2.998
H 1.163 10.697 1.655
H 0.292 10.841 3.198
C -7.001 1.148 7.821
C -7.366 2.070 6.685
C -6.995 3.425 7.246
O -5.898 3.218 8.146
C -5.759 1.809 8.378
H -6.831 0.114 7.510
H -7.798 1.154 8.574
H -6.744 1.844 5.811
H -8.415 2.004 6.386
H -7.822 3.857 7.820
H -6.703 4.135 6.467
H -4.860 1.471 7.852
H -5.629 1.622 9.448
```

The LUMO energy is -1.36 eV. The SMILES is CC(=O)OCCc1c(CC(=O)N(C)C)ccc2c1C(=O)c1ccccc1C2=O.C1CCOC1.C1CCOC1.C1CCOC1.C1CCOC1.C1CCOC1.C1CCOC1.C1CCOC1. Its net charge is 0.

[3]
The following is a DFT calculation (wB97M-V/def2-TZVPD) of a molecular structure, C50H89BBr28F3N2O4 in a non-equilibrium geometry.

The geometry in XYZ format:
```
177
C50H89BBr28F3N2O4 | the Open Molecules 2025 dataset | wB97M-V/def2-TZVPD
C -4.337 1.206 0.427
C -3.180 1.909 0.612
C -1.847 2.739 0.772
C -0.392 2.016 0.547
C 0.464 3.260 1.249
C 1.941 3.586 0.735
O 2.087 3.850 -0.720
C 3.154 2.656 1.346
F 2.690 1.828 2.492
F 3.873 1.879 0.338
F 4.192 3.542 1.953
O -0.063 1.705 -0.873
B 1.029 0.673 -0.989
C 1.015 -0.415 -2.192
C 1.409 0.401 -3.577
C 1.132 -0.444 -4.939
C -0.353 -1.097 -5.061
C -1.571 -0.141 -4.555
N -2.651 0.067 -5.611
O 1.216 0.320 0.428
C -0.079 0.541 1.146
C -0.088 0.293 2.770
C -1.598 -0.082 3.351
C -1.690 -1.577 3.993
C -1.546 -1.394 5.625
O -1.473 -2.738 6.242
C -0.805 -0.833 0.549
C 0.047 -2.151 1.045
C -0.509 -3.606 0.508
C -1.808 -3.398 -0.435
C -2.499 -2.025 -0.841
N -1.957 -0.777 -0.332
H -5.228 0.540 0.034
H -1.872 3.642 0.010
H -1.827 3.183 1.868
H 0.518 3.146 2.425
H -0.118 4.286 1.119
H 2.186 4.654 1.196
H 1.185 4.210 -0.972
H 1.996 1.334 -1.267
H 1.818 -1.269 -2.029
H -0.009 -0.997 -2.315
H 2.527 0.710 -3.457
H 0.779 1.388 -3.590
H 1.937 -1.288 -5.060
H 1.296 0.311 -5.835
H -0.562 -1.423 -6.176
H -0.380 -2.080 -4.415
H -1.238 0.935 -4.230
H -2.018 -0.660 -3.591
H -3.157 0.932 -5.295
H -3.305 -0.750 -5.551
H 0.206 1.262 3.384
H 0.723 -0.491 3.123
H -1.859 0.663 4.233
H -2.440 0.084 2.562
H -2.777 -1.960 3.811
H -0.857 -2.311 3.660
H -2.465 -0.792 6.064
H -0.583 -0.744 5.844
H -1.634 -3.365 5.486
H 0.985 -2.109 1.721
H -0.020 -4.623 0.765
H -2.287 -4.384 -0.861
H -3.425 -2.032 -1.562
Br -6.069 1.569 -3.599
C -7.067 1.361 -5.261
C -6.226 0.697 -6.325
Br -4.945 1.949 -7.096
H -7.422 2.354 -5.546
H -7.924 0.735 -5.001
H -6.848 0.376 -7.164
H -5.654 -0.157 -5.955
Br -9.346 1.473 -8.025
C -10.002 3.256 -7.587
C -9.576 4.269 -8.623
Br -7.703 4.767 -8.407
H -9.645 3.487 -6.581
H -11.091 3.161 -7.568
H -10.132 5.202 -8.499
H -9.694 3.915 -9.649
Br -0.674 -5.951 -2.712
C -1.132 -7.775 -2.196
C -2.629 -7.964 -2.128
Br -3.367 -7.177 -0.504
H -0.627 -7.975 -1.248
H -0.699 -8.408 -2.974
H -2.881 -9.026 -2.068
H -3.161 -7.516 -2.970
Br 5.600 4.254 -2.369
C 6.051 4.507 -0.489
C 6.789 5.806 -0.274
Br 8.651 5.664 -0.838
H 6.620 3.629 -0.177
H 5.092 4.518 0.033
H 6.833 6.053 0.790
H 6.355 6.647 -0.819
Br -2.778 3.240 -4.460
C -2.823 5.073 -3.799
C -4.166 5.402 -3.193
Br -5.504 5.726 -4.575
H -2.554 5.721 -4.637
H -2.036 5.121 -3.042
H -4.114 6.334 -2.624
H -4.557 4.610 -2.550
Br -2.114 1.665 11.037
C -1.055 0.748 9.681
C -0.697 1.676 8.546
Br -2.217 1.958 7.358
H -1.631 -0.124 9.363
H -0.155 0.412 10.203
H 0.078 1.233 7.915
H -0.367 2.663 8.880
Br 12.618 5.987 3.464
C 11.633 5.776 1.795
C 12.484 5.113 0.738
Br 13.769 6.366 -0.024
H 11.279 6.768 1.506
H 10.776 5.148 2.049
H 11.868 4.789 -0.105
H 13.054 4.260 1.113
Br 1.893 -6.830 8.897
C 1.925 -4.888 8.712
C 0.961 -4.424 7.647
Br 1.676 -4.738 5.861
H 2.961 -4.604 8.513
H 1.631 -4.505 9.693
H 0.812 -3.343 7.707
H -0.010 -4.922 7.694
Br 11.915 3.107 -3.123
C 13.186 1.851 -2.342
C 12.488 0.849 -1.454
Br 12.009 1.640 0.263
H 13.939 2.444 -1.818
H 13.652 1.351 -3.195
H 13.157 0.020 -1.208
H 11.568 0.450 -1.889
Br 4.718 -2.334 -1.554
C 4.267 -4.161 -1.043
C 2.771 -4.357 -0.976
Br 2.026 -3.578 0.649
H 4.773 -4.361 -0.096
H 4.704 -4.789 -1.823
H 2.524 -5.421 -0.920
H 2.237 -3.909 -1.817
Br -1.978 -1.383 -9.441
C -1.912 0.557 -9.620
C -2.856 1.039 -10.696
Br -2.125 0.717 -12.476
H -0.870 0.825 -9.807
H -2.212 0.943 -8.642
H -2.989 2.123 -10.635
H -3.835 0.556 -10.661
Br -6.541 0.338 12.559
C -5.881 0.707 14.356
C -4.379 0.861 14.366
Br -3.489 -0.870 14.251
H -6.237 -0.102 14.998
H -6.366 1.640 14.651
H -4.042 1.291 15.313
H -4.000 1.469 13.541
Br 5.273 -7.252 11.426
C 4.821 -9.076 11.947
C 3.325 -9.270 12.015
Br 2.583 -8.481 13.637
H 5.327 -9.271 12.896
H 5.258 -9.709 11.171
H 3.077 -10.333 12.077
H 2.792 -8.826 11.172
Br -6.342 -1.115 -13.363
C -6.482 -0.995 -11.422
C -7.731 -0.256 -11.007
Br -7.526 1.669 -11.244
H -5.563 -0.526 -11.066
H -6.514 -2.031 -11.075
H -7.922 -0.392 -9.939
H -8.619 -0.553 -11.570
```

The LUMO energy is 1.38 eV. Its net charge is -1.

Total energy across the listed records, respectively: -13398.7159, -2908.0700, -74765.3665 a.u..